[1]
11
Properties=species:S:1:pos:R:3:forces:R:3 method="wB97M-V/def2-TZVPD" charge=+2 energy_ha=-1002.41997 spin_multiplicity=5
C 0.71842 -0.26843 0.94023 -2.3 0.2 0.3
C 0.92515 0.96139 0.09865 0.4 -0.1 -0.3
O -0.28054 1.14200 -0.66513 0.5 -1.2 -2.3
C -0.73310 -0.03588 -1.12515 -4.4 1.1 6.2
O -1.94520 -0.12837 -1.52226 3.3 -0.1 -1.4
O -0.35969 -1.05373 -0.24149 2.0 1.1 -0.6
Nd -2.62222 -2.26316 -0.77666 -0.2 -0.2 0.1
F -0.05276 -0.03895 2.03707 1.0 -0.8 -2.0
H 1.53891 -0.95892 1.14275 -0.3 -0.1 -0.2
H 1.75629 0.78328 -0.59623 0.0 0.3 0.3
H 1.05474 1.86077 0.70822 0.1 -0.2 -0.1

---

[2]
11
Properties=species:S:1:pos:R:3:forces:R:3 method="wB97M-V/def2-TZVPD" energy_ha=-268.33373 smiles=O[C@@H]1C[C@@H]1O de_lowest_ev=1.946
O -1.64017 0.11753 0.66478 -0.2 0.4 0.1
C -0.84223 -0.24704 -0.41136 0.0 -0.1 -0.4
C 0.38934 -1.01200 -0.02307 0.0 -0.1 -0.2
C 0.49664 0.42194 -0.47230 -0.1 -0.1 -0.2
O 0.66874 1.42456 0.49149 0.2 0.1 0.1
H -1.18781 0.87687 1.06918 -0.2 -0.1 0.0
H -1.40135 -0.48745 -1.31013 0.1 0.1 0.1
H 0.31861 -1.14535 1.04727 0.5 -0.3 0.1
H 0.81433 -1.80430 -0.63731 -0.1 0.2 0.2
H 0.94155 0.65316 -1.44135 -0.1 -0.2 0.2
H 1.44234 1.20208 1.02280 -0.1 0.1 -0.1

---

[3]
24
Properties=species:S:1:pos:R:3:forces:R:3 method="wB97M-V/def2-TZVPD" charge=+1 energy_ha=-384.87220 de_lowest_ev=3.390
C -1.52891 0.60094 0.91224 1.4 0.2 0.5
C -1.95461 1.50174 0.06584 -1.1 1.8 0.3
C 1.04792 -0.03258 -0.55874 2.0 2.3 2.0
C 1.97113 0.77396 0.37652 -4.1 4.0 -4.2
C 1.28991 -1.42247 -0.58130 -1.6 -3.0 0.2
C -0.79540 -0.97096 2.62070 3.1 -0.8 2.3
C -0.62312 0.02470 -2.36366 -2.0 0.0 -1.3
N -0.72172 -0.11230 1.47833 -1.4 -0.3 -0.5
N 0.26507 0.59151 -1.32858 -1.4 -1.6 -2.3
H -2.59641 1.17349 -0.72440 -0.3 -0.1 -0.3
H -1.93299 2.61012 0.26098 0.0 -1.4 0.1
H 2.89234 0.85073 -0.16032 0.8 0.2 0.2
H 1.92795 0.36587 1.27637 0.6 -2.0 3.9
H 1.40609 1.83669 0.50405 1.8 -2.2 -0.3
H 2.27391 -1.68057 -0.32032 1.6 0.0 -0.1
H 0.98431 -1.90120 -1.50819 0.1 -0.2 0.1
H 0.76100 -1.92789 0.28208 0.0 0.7 -1.0
H -0.25662 -1.96984 2.40546 -1.2 1.4 0.1
H -0.02984 -0.49452 3.35525 -1.3 -0.8 -0.9
H -1.69838 -1.14456 3.23442 0.0 0.3 -1.0
H -0.88754 -1.10577 -2.24439 0.2 2.4 0.2
H -1.55341 0.77709 -2.39644 1.9 -2.3 0.2
H -0.20501 0.13831 -3.39550 0.2 -0.1 1.0
H -0.03567 1.51750 -1.19041 0.5 1.6 0.8

---

[4]
18
Properties=species:S:1:pos:R:3:forces:R:3 method="wB97M-V/def2-TZVPD" charge=+1 energy_ha=-363.59691 de_lowest_ev=1.468
C -1.53141 0.42816 -0.86007 1.3 -2.2 -4.1
C -1.17217 0.44212 -2.20948 -0.9 -0.7 3.0
N -0.81414 1.10063 0.21095 -0.9 2.1 -0.2
H -2.09801 -0.47377 -0.48428 0.3 1.6 -0.3
H -1.65949 -0.34299 -2.82472 0.3 0.9 0.4
H -0.38092 1.03807 -2.68671 -0.6 0.0 0.4
H -0.78765 2.12283 0.19988 -0.9 0.3 -0.7
H 0.20392 0.99190 0.25905 0.4 -2.0 0.6
H -1.42236 0.89523 1.01712 0.9 -0.5 1.1
H 2.37060 0.64208 0.99580 -0.4 -0.2 0.4
H 2.21476 -0.66054 0.29497 -0.7 0.1 0.1
O 1.68953 -0.04190 0.86760 1.1 0.3 -0.7
H 3.40695 -2.43043 -0.89871 0.7 -1.3 0.1
H 3.97249 -1.05676 -1.46142 -1.4 -1.3 0.7
O 3.17219 -1.54466 -1.09603 0.7 2.6 -0.7
H -2.99115 0.21273 2.91298 0.4 -0.3 -1.0
H -1.57997 -0.33536 2.99758 -1.0 0.2 -1.5
O -2.27781 -0.10457 2.30582 0.7 0.2 2.4

---

[5]
38
Properties=species:S:1:pos:R:3:forces:R:3 method="wB97M-V/def2-TZVPD" charge=-3 energy_ha=-10419.82681
Ca 6.48524 -12.13178 8.62755 1.0 -0.8 -2.5
Ca 8.07775 -13.71834 5.90273 -2.2 2.4 -0.4
Pb 6.60497 -16.48668 9.84508 3.7 2.0 -1.0
Pb 10.53771 -15.53772 8.36410 2.2 0.6 0.4
Pb 12.36819 -14.64974 12.98295 0.1 0.1 0.7
C 9.88288 -20.16070 13.64482 -1.5 5.3 4.4
O 9.84468 -19.30359 14.56822 0.8 -5.3 -5.1
O 10.55073 -15.62045 12.72621 0.2 -0.1 0.6
O 9.73158 -20.87984 12.74911 0.7 0.1 0.7
C 8.62391 -13.55827 9.08776 2.1 2.1 3.1
O 8.77321 -13.25592 7.89352 0.2 -0.8 -2.1
O 9.14102 -14.59086 9.63790 -0.3 -2.8 -0.1
O 8.25595 -12.71072 9.91679 -2.1 1.5 0.9
C 6.17917 -15.19190 7.45019 -2.0 1.7 -0.4
O 6.27296 -16.43395 7.58154 0.5 -2.6 0.0
O 5.86882 -14.62843 6.35113 1.4 -0.5 1.5
O 6.29722 -14.54640 8.62616 -0.4 0.7 -0.9
C 5.23915 -15.30560 12.46860 -0.3 1.1 3.8
O 12.16576 -14.78484 15.06474 -0.4 -0.1 -1.4
O 4.94491 -15.66660 13.61199 1.3 1.4 -6.2
O 5.58357 -14.75172 11.46754 -1.2 -1.4 3.4
Cl 13.47984 -14.14847 2.31616 3.4 2.3 2.3
O 6.85133 -11.85587 6.23469 0.5 -0.9 0.8
O 12.50445 -14.90604 1.64052 -5.0 -2.2 -2.5
O 14.72154 -14.97855 2.19678 1.4 0.3 0.6
O 12.59874 -12.65750 5.32030 0.2 -0.3 -0.6
Cl 4.60681 -18.20545 10.66246 3.3 3.9 1.1
O 4.36731 -16.69872 10.39552 -0.9 -2.6 0.3
O 3.44682 -18.90683 10.54441 -3.3 -2.2 -0.1
O 5.58556 -18.56624 9.64029 -1.1 -1.7 0.1
O 5.24009 -18.25104 11.97791 -1.0 -0.6 -1.3
Cl 5.51709 -9.52688 9.23839 1.1 0.4 1.3
O 4.75477 -10.76492 8.95934 -1.0 1.4 0.0
O 5.43615 -8.55091 8.20321 -0.8 -0.3 0.1
O 5.13527 -8.99712 10.52217 -0.7 0.0 -0.6
O 6.89756 -9.97224 9.35928 0.2 0.2 -0.1
Br 10.35344 -17.41170 10.24335 -0.2 -1.1 0.7
Br 10.04545 -15.51227 5.72855 0.1 -1.1 -1.6

---

[6]
170
Properties=species:S:1:pos:R:3:forces:R:3 method="wB97M-V/def2-TZVPD" energy_ha=-7508.81316 de_lowest_ev=5.800
C -0.55022 -4.41738 -4.27065 3.1 2.6 -1.6
C 0.18571 -5.33586 -5.20332 1.4 0.5 0.8
O -0.43399 -6.54267 -5.03654 -2.7 -1.2 -0.8
C -1.73263 -6.19777 -4.83353 -3.1 -1.1 -1.7
O -2.73534 -6.81292 -5.13551 2.5 0.8 1.3
O -1.76099 -4.90347 -4.45948 -4.9 -1.1 1.3
F 1.32981 -5.59488 -4.62455 4.5 0.2 0.7
H -0.52937 -3.38323 -4.61444 0.0 0.0 -0.1
H -0.05281 -4.39361 -3.30106 -0.6 -0.7 0.5
H 0.35770 -5.04624 -6.23997 -0.4 0.0 -0.1
C -4.46677 4.15490 1.97425 -0.1 1.1 0.7
C -3.86406 4.02955 0.58151 -1.2 2.3 3.1
O -4.66026 5.01210 -0.13046 0.8 -0.2 -0.3
C -5.81519 5.28031 0.53118 -4.2 -1.3 -0.9
O -6.86801 5.75650 0.04546 4.6 -1.0 1.9
O -5.79697 4.63430 1.75732 -0.4 0.4 -1.2
F -4.12211 2.79720 0.18427 0.1 -1.1 -1.5
H -4.06860 4.96028 2.59143 0.9 -0.2 -0.2
H -4.35571 3.22089 2.52506 -0.7 0.0 -0.1
H -2.81351 4.26755 0.74824 0.2 0.0 -1.6
C 3.31958 -3.49584 7.16038 1.7 -2.6 0.3
C 3.47457 -4.24439 5.85303 0.4 0.1 1.2
O 2.44982 -3.69334 5.07902 0.3 -0.6 -1.9
C 2.31694 -2.43758 5.48250 -4.1 2.3 -2.0
O 1.57978 -1.60098 4.95752 2.5 -2.1 1.0
O 2.95489 -2.32119 6.60031 0.2 4.6 2.5
F 3.21179 -5.51511 5.95535 -0.1 -2.7 0.1
H 4.26789 -3.48424 7.69765 0.2 0.7 -0.3
H 2.65579 -3.96379 7.88736 -0.9 0.3 -0.4
H 4.48221 -4.08724 5.46824 -0.1 0.0 -0.6
C 3.71290 3.52167 -3.39224 -0.5 -1.2 -1.5
C 4.34566 4.30035 -4.63612 0.1 -1.2 3.5
O 5.72371 4.27063 -4.21502 0.1 -0.4 0.0
C 5.92837 3.32275 -3.21386 3.1 -2.5 -0.1
O 7.00151 2.74953 -2.94309 -3.3 2.9 -1.1
O 4.77585 2.91226 -2.68838 1.1 1.1 0.2
F 3.84289 5.55290 -4.62400 0.5 0.2 -0.5
H 3.24184 2.60034 -3.73482 -1.2 0.6 -0.2
H 3.11686 4.12332 -2.70606 0.0 0.1 -0.4
H 4.21359 3.81709 -5.60417 0.1 0.3 0.0
C 3.58694 4.43301 5.30850 -1.9 0.6 -0.1
C 2.55632 4.07958 4.23396 1.8 -1.2 0.1
O 2.62695 2.59355 4.35655 -0.7 1.9 -3.3
C 2.86871 2.31397 5.57495 -2.4 -3.9 6.2
O 2.50425 1.24758 6.15213 2.4 4.4 -2.3
O 3.28679 3.46141 6.29096 0.4 -1.8 -0.8
F 2.98688 4.45472 3.00844 -0.5 -0.3 0.2
H 3.25783 5.38463 5.72587 0.9 0.2 0.0
H 4.59014 4.35332 4.88975 0.0 0.3 0.2
H 1.53861 4.41609 4.43177 0.0 -0.2 -0.2
C -1.18104 1.55383 4.78734 -3.4 0.2 0.3
C -2.68924 1.15719 4.83475 -0.8 1.6 -0.9
O -2.74966 -0.21259 5.06752 0.6 -0.4 0.8
C -1.60134 -0.48940 5.74594 1.3 -2.5 0.1
O -1.28375 -1.55387 6.23071 -1.2 2.0 -0.7
O -0.79701 0.57388 5.69322 2.4 -0.5 1.1
F -3.37098 1.36805 3.69466 -0.2 0.2 -1.3
H -1.13056 2.56545 5.19005 0.5 -0.4 0.1
H -0.79585 1.53624 3.76782 0.4 -0.5 0.2
H -3.28395 1.70315 5.56711 0.4 0.0 0.6
C -1.15245 6.80642 5.74406 -0.6 1.9 1.5
C -0.42320 7.11472 4.49262 -1.0 2.2 1.0
O -1.16827 6.31906 3.64823 1.2 1.9 -3.9
C -1.47489 5.26361 4.26503 -2.0 -8.2 -0.6
O -1.81524 4.16897 3.73952 0.9 4.0 1.6
O -1.31093 5.39707 5.57698 -0.5 0.5 1.1
F 0.81094 6.69649 4.72565 2.3 -0.9 -0.9
H -2.08808 7.36551 5.73314 -0.5 -0.5 0.0
H -0.67347 7.14702 6.66203 0.4 -0.8 -0.1
H -0.38141 8.11022 4.05066 -0.2 0.0 0.3
C -4.20053 -1.51025 -5.98052 -0.4 1.2 -1.5
C -2.75128 -1.74186 -6.42625 -1.5 -0.1 -0.1
O -2.80149 -2.85576 -7.29525 -2.0 -0.2 0.6
C -4.08218 -3.49989 -7.06079 -0.4 -3.4 1.1
O -4.33405 -4.69540 -7.25810 1.2 4.7 -0.2
O -4.93501 -2.66495 -6.36665 1.9 -1.6 -0.6
F -2.11302 -2.07875 -5.28577 1.2 -0.6 0.8
H -4.72379 -0.76385 -6.57817 0.5 0.8 0.4
H -4.19990 -1.27432 -4.91636 -0.5 -0.3 -0.1
H -2.22619 -0.86675 -6.80910 -0.1 -0.3 -0.6
C 0.91692 -0.37247 0.20619 -2.1 -1.1 0.2
C -0.05662 0.33508 1.17817 1.1 -0.4 -0.1
O -1.32416 0.56427 0.54626 1.8 -0.6 -1.1
C -1.18528 0.20653 -0.77956 -1.0 -1.0 -1.4
O -2.04347 0.37473 -1.65614 3.6 -0.8 3.2
O 0.05040 -0.55175 -0.90755 -2.1 1.7 -1.6
F 0.54451 1.51802 1.42612 -0.4 0.9 0.8
H 1.14637 -1.37836 0.55781 0.0 0.0 0.2
H 1.86194 0.13297 0.00726 -0.4 0.5 -0.2
H -0.15915 -0.27565 2.07516 -0.5 0.6 0.3
C -4.68921 -2.02256 -1.48712 -1.0 0.6 0.8
C -5.67743 -1.31423 -0.45442 1.9 -2.8 -2.5
O -5.90109 -0.04972 -1.08139 -0.7 -0.8 1.8
C -5.86263 -0.31559 -2.35909 0.6 3.4 -6.8
O -6.14809 0.46696 -3.31772 0.5 -3.0 4.4
O -5.24702 -1.48598 -2.64999 -0.7 0.4 -1.1
F -5.03123 -1.26898 0.66924 0.6 1.4 2.8
H -4.68310 -3.11134 -1.53842 -0.4 0.1 0.3
H -3.65906 -1.67653 -1.40255 0.0 0.2 0.4
H -6.55053 -1.95678 -0.34073 -0.6 0.7 0.0
C -0.46079 3.85029 -4.02424 -1.2 -0.9 -0.1
C -0.56401 2.85262 -2.88031 -2.4 -1.0 -2.7
O -1.30283 3.51449 -1.91008 -0.2 0.1 1.1
C -1.04572 4.81588 -2.02133 -1.0 4.7 2.1
O -1.34901 5.71855 -1.16103 1.6 -4.5 -4.2
O -0.45266 5.04716 -3.24935 -0.1 1.0 1.0
F 0.64882 2.64431 -2.47367 3.6 -0.5 2.0
H -1.29392 3.83931 -4.72700 -0.4 0.1 0.5
H 0.37280 3.62063 -4.68794 0.6 0.6 0.7
H -0.98293 1.86055 -3.04885 -0.6 0.4 -0.3
C 4.69735 -3.39173 2.07644 -0.6 1.4 0.0
C 5.79737 -2.38664 2.22454 -1.2 0.3 0.8
O 6.87689 -3.23435 2.40757 0.8 -1.1 0.5
C 6.40219 -4.39581 3.10525 4.0 -1.2 3.2
O 7.10972 -5.15084 3.84009 -3.3 3.6 -4.0
O 5.09247 -4.43414 2.99220 -1.3 -0.2 -1.1
F 5.68089 -1.59258 3.36699 -0.2 -0.5 0.1
H 4.66322 -3.60642 1.00833 0.4 -1.2 0.1
H 3.73046 -2.91121 2.22587 -0.1 -0.6 1.1
H 5.69210 -1.63172 1.44537 1.5 -0.4 -0.6
C 2.59177 -2.18318 -3.52225 -2.0 0.0 -1.1
C 3.70627 -1.27299 -3.67094 0.8 1.3 2.4
O 3.08580 0.00503 -3.77436 2.7 1.1 0.6
C 1.92804 -0.08328 -4.37235 -2.0 0.9 -2.4
O 1.35459 0.85402 -4.95791 1.4 -3.4 2.3
O 1.59451 -1.40351 -4.30832 -1.4 -0.9 0.0
F 4.45596 -1.55010 -4.73550 0.5 0.2 -0.7
H 2.30914 -2.36704 -2.48571 -0.5 0.6 0.0
H 2.78846 -3.17358 -3.93274 -0.3 0.2 -0.6
H 4.25923 -1.24015 -2.73219 0.8 0.2 -0.4
C 9.82367 1.31887 -0.31294 -1.4 -2.0 0.6
C 9.91791 -0.20530 -0.06518 0.8 0.1 -1.3
O 8.62337 -0.66442 0.23068 0.3 -0.6 1.3
C 7.74846 0.23856 -0.14332 -2.0 0.8 -0.8
O 6.53678 0.07493 -0.07852 2.6 0.8 -0.3
O 8.43108 1.29243 -0.68804 -1.4 1.3 -0.1
F 10.73635 -0.43850 0.94450 0.8 -0.6 1.2
H 10.50187 1.76775 -1.03865 -0.5 -0.4 -0.4
H 9.95194 1.84042 0.63555 -0.1 0.0 0.1
H 10.16294 -0.84835 -0.91049 0.8 0.4 -0.2
C -5.01145 2.83585 -7.61052 0.2 0.6 -3.4
C -5.28806 2.42414 -6.23887 0.4 1.6 1.2
O -3.97765 2.23811 -5.71394 -0.4 -0.5 0.9
C -3.02470 2.39509 -6.66608 -0.8 0.5 0.2
O -1.85975 2.31510 -6.48286 0.6 -0.3 0.2
O -3.61430 2.72764 -7.80730 1.0 0.6 -0.2
F -6.05926 1.37337 -6.15168 -0.6 -2.4 0.1
H -5.37560 3.84671 -7.79397 0.4 0.2 0.0
H -5.31560 2.24182 -8.47233 -1.3 -0.4 0.6
H -5.83373 3.19163 -5.68996 0.6 0.2 0.4
C -4.39754 -2.83278 3.92456 -0.9 2.6 -0.6
C -5.20669 -3.51937 2.88274 0.8 -1.6 0.8
O -5.46221 -4.73382 3.66878 -0.9 -1.0 -5.8
C -5.62152 -4.47841 4.89646 0.1 -1.3 4.5
O -6.13330 -5.27987 5.67680 1.3 2.9 -1.3
O -4.96588 -3.27375 5.15197 -0.2 -0.9 0.6
F -4.48789 -3.81554 1.75643 -0.6 -0.2 0.7
H -4.67450 -1.78331 3.82454 0.5 0.3 0.4
H -3.33132 -2.90614 3.71037 0.1 -0.6 0.8
H -6.13276 -3.01247 2.61156 -0.1 -0.4 -0.1
C -0.39167 -5.10527 2.07138 2.1 2.5 1.0
C -1.07449 -6.38015 2.01231 0.8 -1.3 1.1
O -1.21788 -6.50400 0.68702 -2.9 -1.4 -4.1
C -1.27547 -5.28360 0.01095 0.6 0.4 0.8
O -1.72287 -4.93946 -1.03853 0.2 -1.4 0.7
O -0.58641 -4.48454 0.82243 -0.6 1.6 -0.6
F -2.20847 -6.33788 2.78361 -0.4 -0.2 -0.6
H 0.69249 -5.21477 2.09813 0.0 -0.1 0.9
H -0.80448 -4.43699 2.82709 0.4 -0.2 0.2
H -0.49805 -7.26544 2.28080 -0.1 0.1 0.6